1.
{
  "formula": "C5H10N2",
  "method": "the ωB97M-V functional and the def2-TZVPD basis",
  "e_lumo_ha": 0.0349,
  "energy_ev": -8324.3526,
  "homo_lumo_gap_ev": 7.86,
  "species": ["C", "C", "C", "C", "N", "C", "N", "H", "H", "H", "H", "H", "H", "H", "H", "H", "H"],
  "positions_angstrom": [[-2.241045, 0.303394, -0.145084], [-0.058565, -1.790207, -0.184793], [0.122371, -0.308977, -0.186303], [1.200960, 0.484895, 0.121019], [2.584218, 0.302740, -0.013534], [0.542295, 1.753795, 0.288117], [-0.853981, 0.624792, -0.450995], [2.853583, -0.577758, -0.427409], [3.124792, 0.495007, 0.818038], [-2.847982, 1.201791, -0.258011], [-2.604603, -0.440149, -0.865671], [-2.393913, -0.104624, 0.863050], [0.902295, -2.287239, -0.042492], [-0.715190, -2.102346, 0.632544], [-0.500377, -2.151295, -1.117701], [0.925174, 2.646070, -0.211152], [-0.040031, 1.950112, 1.180376]],
  "forces_ev_per_angstrom": [[0.1, 0.1, 0.5], [-0.1, 0.0, -0.1], [0.3, 0.4, 0.4], [-0.3, -0.5, 0.1], [0.2, 0.1, 0.0], [-1.0, -0.5, -0.3], [0.7, 0.2, -0.7], [0.0, 0.1, 0.0], [-0.1, -0.1, 0.0], [0.0, -0.1, 0.0], [0.1, 0.1, 0.0], [-0.1, 0.0, 0.0], [0.0, 0.0, 0.0], [0.0, 0.0, 0.0], [0.0, 0.0, 0.0], [-0.1, 0.0, 0.0], [0.1, 0.0, 0.1]]
}



2.
{
  "formula": "AgBr",
  "method": "the ωB97M-V functional and the def2-TZVPD basis",
  "e_lumo_ha": [-0.2351, -0.3615],
  "energy_ev": -74028.9940,
  "spin_multiplicity": 2,
  "total_charge": 1,
  "homo_lumo_gap_ev": [10.77, 7.01],
  "species": ["Ag", "Br"],
  "positions_angstrom": [[-12.146780, 9.924270, -21.949180], [-12.922870, 10.696760, -23.506990]],
  "forces_ev_per_angstrom": [[6.7, -6.7, 13.5], [-6.7, 6.7, -13.5]]
}



3.
{
  "formula": "C23H10Br4O8SW",
  "method": "the ωB97M-V functional and the def2-TZVPD basis",
  "e_lumo_ha": -0.3400,
  "energy_ev": -333204.9701,
  "total_charge": 2,
  "homo_lumo_gap_ev": 5.18,
  "species": ["W", "O", "C", "C", "O", "C", "C", "O", "C", "O", "O", "Br", "C", "C", "Br", "C", "Br", "C", "O", "C", "O", "C", "Br", "O", "S", "C", "C", "C", "C", "C", "C", "C", "C", "C", "C", "C", "C", "H", "H", "H", "H", "H", "H", "H", "H", "H", "H"],
  "positions_angstrom": [[0.737698, 0.833826, -0.323764], [6.408298, -1.329274, -1.095464], [5.281498, -1.071774, -0.840064], [4.016898, -1.459974, -1.665464], [3.896398, -2.348474, -2.452164], [2.966798, -0.556274, -1.123064], [3.370198, 0.079126, 0.024036], [2.401098, 0.818626, 0.627636], [4.778798, -0.253674, 0.392236], [5.367198, -0.021374, 1.399336], [1.660698, -0.352374, -1.456264], [0.135698, 7.538526, -1.515064], [-0.038502, 5.823426, -0.795764], [-0.803002, 5.621626, 0.362136], [-1.710902, 7.056226, 1.147436], [-0.897002, 4.344126, 0.939936], [-1.952802, 4.006526, 2.445736], [-0.216902, 3.290826, 0.344536], [-0.151102, 1.983926, 0.783536], [0.475698, 3.479526, -0.876364], [1.002198, 2.314926, -1.369064], [0.582298, 4.740926, -1.445364], [1.504598, 4.940026, -3.061964], [-0.985802, 0.093026, -0.978864], [-1.493002, -1.416174, -1.209064], [-3.003002, -1.567774, -0.276164], [-4.131302, -1.813774, -1.062864], [-5.366102, -1.961074, -0.455864], [-5.475802, -1.866974, 0.924536], [-4.348002, -1.636574, 1.703136], [-3.105802, -1.499874, 1.110836], [-0.178502, -2.112474, -0.148764], [0.499098, -3.233274, -0.603564], [1.651198, -3.657474, 0.050136], [2.113898, -2.968674, 1.160436], [1.420998, -1.863974, 1.654136], [0.270998, -1.398774, 0.996536], [-4.034102, -1.889374, -2.134964], [-6.239002, -2.152474, -1.059964], [-6.439402, -1.973074, 1.399336], [-4.432102, -1.572274, 2.777336], [-2.241502, -1.355074, 1.736136], [0.139198, -3.774174, -1.465464], [2.180798, -4.521074, -0.322464], [3.006998, -3.305974, 1.662536], [1.738298, -1.394574, 2.580936], [-0.363902, -0.637074, 1.515236]],
  "forces_ev_per_angstrom": [[-1.3, -2.0, -0.3], [-0.2, -0.1, 0.1], [0.0, 0.0, 0.1], [-0.2, -0.1, -0.2], [0.0, 0.1, 0.0], [0.6, 0.5, 0.9], [-0.7, -0.5, -1.0], [0.3, -0.2, -0.4], [0.1, 0.2, 0.2], [-0.1, 0.1, -0.1], [1.4, -0.3, -0.3], [0.0, -0.1, 0.0], [-0.1, 0.0, 0.0], [0.1, 0.0, -0.1], [0.1, -0.2, 0.0], [0.0, -0.5, 0.1], [0.2, -0.1, 0.0], [-0.1, 1.3, -0.6], [-0.1, 1.1, 0.3], [-0.9, 1.3, 0.9], [0.1, -0.1, 0.1], [0.1, -0.5, -0.2], [0.0, -0.2, 0.2], [0.4, 0.4, -0.1], [0.3, -0.1, 1.6], [0.2, -0.1, -0.5], [0.2, 0.1, -0.2], [0.0, 0.0, 0.1], [0.0, 0.0, -0.2], [0.3, 0.0, 0.0], [0.1, 0.1, 0.2], [-0.1, -0.4, 0.0], [-0.6, 0.4, 0.0], [0.0, 0.2, 0.2], [-0.1, 0.1, 0.0], [-0.3, -0.1, -0.1], [-0.3, 0.3, 0.1], [-0.1, 0.0, -0.2], [-0.1, 0.0, -0.1], [-0.1, 0.0, 0.0], [0.0, 0.0, 0.1], [0.0, 0.0, 0.1], [0.0, 0.0, -0.2], [0.1, -0.1, 0.0], [0.1, 0.0, 0.1], [0.0, 0.1, -0.2], [0.4, -0.5, -0.4]]
}



4.
{
  "formula": "C6H8FN",
  "method": "the ωB97M-V functional and the def2-TZVPD basis",
  "e_lumo_ha": [0.0381, -0.0620],
  "energy_ev": -10552.9272,
  "spin_multiplicity": 3,
  "homo_lumo_gap_ev": [7.03, 8.06],
  "species": ["C", "C", "C", "C", "C", "C", "N", "F", "H", "H", "H", "H", "H", "H", "H", "H"],
  "positions_angstrom": [[1.143866, 1.127783, -0.112253], [-0.179322, 1.070417, 0.143445], [1.438504, -1.325673, 0.049065], [1.798042, -0.055837, -0.805897], [-0.974959, -0.084947, -0.236557], [-2.275272, -0.333710, 0.237726], [0.320200, -1.633451, 0.466401], [-0.829769, -0.507277, -1.529987], [1.947560, 1.759457, 0.248553], [-0.791198, 1.723402, 0.851293], [2.424432, -1.770931, 0.137444], [1.313003, -0.092745, -1.838519], [2.920432, 0.222239, -0.900562], [-3.071021, 0.037031, -0.587650], [-2.545714, -0.021182, 1.267381], [-2.265059, -1.577290, 0.213170]],
  "forces_ev_per_angstrom": [[0.9, -0.3, 0.1], [-1.8, -0.6, 1.3], [1.5, 1.4, -1.6], [-0.6, 0.8, -1.2], [0.5, 5.3, -1.5], [-3.4, -3.4, -0.9], [1.8, -1.8, 0.3], [0.3, -0.6, 0.6], [-1.0, 0.9, 0.2], [1.4, -0.6, -0.9], [0.0, -1.3, 1.1], [1.0, -0.4, 1.1], [-1.8, -1.3, 0.2], [1.4, -0.9, 2.0], [0.4, 0.0, -0.8], [-0.7, 3.0, 0.2]]
}